No. 1
The following is a DFT calculation (ωB97M-V/def2-TZVPD) of C7H8FN in the gas phase.

Summary:
charge	0
Kohn-Sham gap (spin up / spin down)	0.234 / 0.298	hartree
spin multiplicity	1
E_LUMO (spin up / spin down)	-0.13 / 0.14	eV
relative energy (zero: lowest compared OMol25 entry of this formula, charge and spin)	3.179	eV

```
17
C7H8FN, DFT ωB97M-V/def2-TZVPD
C -2.3857 0.8971 -0.6188
C -1.2332 0.1478 -0.7314
C -2.2332 1.7089 0.4859
C -0.2898 0.5599 0.1902
C 2.0666 -2.2239 -0.9012
C 1.8340 -1.2085 0.1165
C 1.0296 0.1763 0.3906
N -0.9370 1.4796 0.9550
F 1.6419 0.7549 1.4894
H -3.3672 0.8140 -1.2509
H -0.9510 -0.5478 -1.5291
H -2.8908 2.5985 0.8653
H 3.0783 -2.3643 -1.2137
H 1.3380 -2.6091 -1.5193
H 1.0478 -1.3691 1.0333
H 2.7686 -0.9569 0.6086
H -0.5169 2.1425 1.6296
```

---

No. 2
The following is a DFT calculation (ωB97M-V/def2-TZVPD) of 2 unconnected molecules or ions with the total composition C3H11NO.

Summary:
charge	+1
Kohn-Sham gap (spin up / spin down)	0.449 / 0.281	hartree
spin multiplicity	2
expectation value of S²	0.754
E_LUMO (spin up / spin down)	-3.18 / -7.73	eV
relative energy (zero: lowest compared OMol25 entry of this formula, charge and spin)	0.507	eV

```
16
C3H11NO, DFT ωB97M-V/def2-TZVPD
C 1.6036 0.2252 0.6473
N 0.2799 0.4918 0.1580
C 0.1413 0.6823 -1.2490
C -0.6598 1.1942 1.0230
H 2.1781 1.1468 0.7000
H 1.5909 -0.2052 1.6459
H 2.1280 -0.4922 0.0142
H 0.5007 1.6796 -1.5416
H -0.9003 0.6938 -1.5683
H 0.6536 -0.0502 -1.8382
H -0.8613 2.1739 0.5785
H -1.5671 0.5933 1.1625
H -0.2003 1.3392 1.9852
H -0.7486 -1.5703 -0.0123
H -0.9283 -3.0842 -0.2425
O -1.1932 -2.2194 -0.5776
```

---

No. 3
The following is a DFT calculation (ωB97M-V/def2-TZVPD) of 2 unconnected molecules or ions with the total composition C2H6N4.

Summary:
charge	0
Kohn-Sham gap	0.357	hartree
spin multiplicity	1
E_LUMO	0.97	eV
relative energy (zero: lowest compared OMol25 entry of this formula, charge and spin)	4.021	eV

```
12
C2H6N4, DFT ωB97M-V/def2-TZVPD
C -1.5713 0.1400 -0.0695
N 0.1525 1.6255 -0.6612
N -0.3362 0.7794 0.2162
N 1.3794 1.8847 -0.5421
H 1.6227 2.5783 -1.2548
H -2.0515 0.6068 -0.9332
H -2.2347 0.1823 0.7928
C 0.5408 -1.6714 1.0627
N 1.3158 -2.4122 0.6005
H 2.1616 -2.8260 0.2638
H -1.3287 -0.9700 -0.2076
H 0.3498 0.0826 0.7323
```

---

No. 4
The following is a DFT calculation (ωB97M-V/def2-TZVPD) of a molecular structure, C31H21BrMgN4O3.

Summary:
charge	0
Kohn-Sham gap	0.245	hartree
spin multiplicity	1
E_LUMO	-0.87	eV
relative energy (zero: lowest compared OMol25 entry of this formula, charge and spin)	0.000	eV

```
61
C31H21BrMgN4O3, DFT ωB97M-V/def2-TZVPD
Mg 0.4585 1.8802 -0.0070
Br 0.9851 -2.8381 5.1616
C 1.2633 -1.4326 3.9121
C 2.4438 -1.4053 3.1601
C 2.6479 -0.4063 2.2465
C 1.6766 0.5963 1.9914
O 1.8914 1.4876 1.0780
C 0.4873 0.5597 2.8000
C -0.5818 1.4960 2.6339
N -0.6034 2.3224 1.6458
C -1.6058 3.2303 1.3510
C -2.8152 3.3948 1.9885
C -3.6930 4.4200 1.6001
C -3.3774 5.2862 0.5884
C -2.1673 5.1265 -0.1210
C -1.7620 5.9699 -1.1775
C -0.5860 5.7255 -1.8324
C 0.1820 4.6130 -1.4564
N -0.1535 3.8115 -0.4691
C -1.2988 4.0662 0.2307
C 0.3146 -0.4641 3.7546
H 3.1845 -2.1821 3.2973
H 3.5603 -0.3677 1.6698
H -1.3828 1.4637 3.3748
H -3.0921 2.7274 2.7931
H -4.6312 4.5307 2.1282
H -4.0516 6.0881 0.3164
H -2.3873 6.8084 -1.4588
H -0.2555 6.3572 -2.6442
H 1.0973 4.3710 -1.9839
H -0.5986 -0.4890 4.3363
O -2.3456 -0.5041 1.2674
C -1.4154 -0.6760 0.5029
N -0.8167 -1.8853 0.2302
C 0.1651 -1.7866 -0.8457
C 0.2096 -0.2481 -0.9452
O 1.0400 0.4642 -1.5398
N -0.7693 0.3025 -0.2391
C -0.3961 -2.4008 -2.1455
C 0.4113 -3.0869 -3.0495
C -0.1409 -3.6889 -4.1712
C -1.5026 -3.6047 -4.4133
C -2.3075 -2.8907 -3.5394
C -1.7589 -2.2950 -2.4142
C 1.4922 -2.4436 -0.4778
C 2.7179 -1.9197 -0.8651
C 3.8918 -2.6049 -0.5766
C 3.8519 -3.8083 0.1084
C 2.6280 -4.3397 0.4924
C 1.4575 -3.6653 0.1889
H -1.2840 -2.7451 0.4580
H 1.4769 -3.1585 -2.8872
H 0.4975 -4.2372 -4.8523
H -1.9329 -4.0888 -5.2807
H -3.3691 -2.8009 -3.7313
H -2.4030 -1.7460 -1.7379
H 2.7519 -0.9753 -1.3900
H 4.8433 -2.1930 -0.8893
H 4.7688 -4.3352 0.3415
H 2.5806 -5.2849 1.0178
H 0.5082 -4.1005 0.4753
```

---

The calculation returns the following calculated total energy values, one per record and in order: -11591.0794, -6818.3567, -8128.0721, -120083.6134 eV.